Entry 1:
{"formula": "C17H21FIrN5O5", "method": "ωB97M-V with the def2-TZVPD basis set", "spin_multiplicity": 5, "lumo_ha": [-0.210, -0.279], "homo_ha": [-0.5268, -0.5287], "charge": 2, "species": ["Ir", "C", "C", "N", "C", "C", "C", "O", "O", "C", "O", "C", "C", "C", "F", "C", "C", "C", "N", "C", "C", "N", "C", "C", "H", "H", "H", "H", "H", "H", "H", "H", "H", "H", "H", "H", "H", "H", "H", "H", "H", "H", "N", "N", "C", "O", "O", "H", "H", "H"], "positions_angstrom": [[-2.0418, 4.7763, -1.7444], [0.1432, -2.1421, -3.3220], [-1.1854, -2.1381, -2.6363], [-1.4613, -0.9065, -1.8989], [-2.1888, 0.0317, -2.5322], [-2.2377, 1.3758, -2.1803], [-3.2033, 2.2222, -2.9515], [-4.0852, 1.8053, -3.6437], [-3.0607, 3.5579, -2.7915], [-1.5236, 1.8029, -1.0394], [-1.5174, 2.9660, -0.5824], [-0.7732, 0.7914, -0.2984], [-0.0979, 1.1424, 0.8704], [0.5124, 0.1474, 1.5715], [1.1483, 0.5360, 2.7048], [0.5502, -1.1953, 1.2070], [-0.0832, -1.5564, 0.0056], [-0.7835, -0.5621, -0.7122], [1.3332, -2.0811, 1.9276], [1.1263, -3.4953, 1.6628], [1.9467, -4.3342, 2.5689], [3.3945, -3.9040, 2.5814], [3.5395, -2.4424, 2.8150], [2.7489, -1.7244, 1.7215], [0.3045, -3.1166, -3.8176], [0.9757, -1.9710, -2.6364], [0.1692, -1.3192, -4.0652], [-1.4621, -3.0286, -1.9924], [-1.9786, -2.2153, -3.3408], [-2.7805, -0.2116, -3.4117], [-0.1041, 2.1995, 1.2091], [0.0185, -2.5592, -0.3778], [1.4195, -3.7681, 0.6471], [0.0939, -3.8021, 1.7971], [1.9386, -5.3894, 2.2400], [1.6257, -4.2370, 3.5678], [3.8037, -4.1210, 1.6552], [3.9501, -4.4596, 3.2430], [4.5922, -2.1903, 2.7366], [3.0946, -2.2249, 3.7789], [3.0839, -2.0372, 0.7185], [2.9296, -0.6652, 1.8306], [-2.9149, 5.9050, 0.1581], [-1.6995, 6.4995, 0.7767], [-0.5305, 6.4088, 0.0745], [0.4923, 6.7219, 0.5773], [-0.6618, 5.9470, -1.2171], [-3.5298, 6.7005, -0.0781], [-3.3728, 5.3638, 0.9153], [-1.6577, 6.8968, 1.7079]], "forces_ev_per_a": [[-0.08, -0.51, -0.39], [0.63, 0.01, -0.47], [-1.20, -1.57, 1.34], [-0.23, 1.29, -0.11], [0.28, 0.72, 0.20], [-0.29, -0.75, 0.06], [-0.34, 0.30, 0.01], [0.50, -0.38, 0.16], [-0.05, 0.21, 0.20], [0.12, -0.81, -0.18], [0.12, 1.25, 0.49], [-0.48, -0.77, -0.39], [-0.31, 0.46, -0.10], [0.33, 1.24, 1.12], [-0.02, -0.52, -0.20], [-1.04, -0.07, -1.97], [0.03, 1.08, 0.61], [0.11, -0.18, -0.48], [0.64, -0.13, 0.17], [0.18, 0.35, -0.65], [1.02, -1.11, -0.14], [0.37, -0.60, -0.91], [0.00, 0.42, -0.76], [0.13, -0.94, 0.97], [-0.07, 0.57, 0.09], [-0.05, -0.07, 0.04], [0.04, -0.59, 0.25], [0.98, 0.90, -0.33], [-0.53, 0.14, -0.90], [0.24, -0.50, 0.10], [0.13, -1.01, -0.17], [-0.24, 0.03, -0.01], [-0.06, 0.09, -0.47], [-0.22, 0.22, 0.03], [-0.13, 0.48, 0.34], [-0.45, -0.09, 1.26], [-0.15, 0.11, 0.40], [-0.31, 0.15, 0.06], [0.11, 0.00, 0.35], [0.23, 0.14, 0.20], [0.03, 0.07, 0.04], [-0.19, 0.22, 0.01], [0.84, 1.35, 1.93], [-1.61, -1.11, -1.60], [-0.07, -0.02, 0.03], [0.96, 0.18, -0.15], [0.09, 0.32, 0.82], [0.20, -0.58, 0.03], [0.24, 0.21, -0.79], [-0.45, -0.19, -0.14]], "nbo_charge": [1.649, -0.631, -0.223, -0.338, 0.198, -0.354, 0.787, -0.506, -0.730, 0.523, -0.695, -0.168, -0.186, 0.352, -0.313, 0.203, -0.319, 0.274, -0.441, -0.252, -0.218, -0.492, -0.233, -0.242, 0.251, 0.209, 0.233, 0.218, 0.233, 0.262, 0.277, 0.236, 0.179, 0.262, 0.248, 0.235, 0.431, 0.453, 0.246, 0.247, 0.188, 0.264, -0.671, -0.512, 0.855, -0.528, -0.714, 0.409, 0.410, 0.435]}

Entry 2:
{"formula": "C36H59As3CoN5", "method": "ωB97M-V with the def2-TZVPD basis set", "spin_multiplicity": 2, "lumo_ha": [-0.096, -0.096], "homo_ha": [-0.3833, -0.3826], "charge": 1, "relative_energy_kcal_mol": 0.0, "species": ["Co", "C", "As", "C", "C", "C", "C", "C", "As", "C", "C", "C", "As", "C", "C", "H", "H", "H", "H", "H", "H", "H", "H", "H", "H", "H", "H", "H", "H", "H", "H", "H", "H", "H", "H", "H", "H", "H", "H", "H", "H", "H", "C", "N", "C", "C", "C", "N", "C", "C", "H", "H", "H", "H", "H", "H", "H", "H", "H", "H", "H", "H", "H", "H", "H", "H", "C", "C", "C", "C", "C", "C", "C", "C", "C", "C", "C", "C", "C", "C", "C", "N", "H", "H", "H", "H", "H", "H", "H", "H", "H", "H", "C", "N", "C", "C", "N", "C", "H", "H", "H", "H", "H", "H"], "positions_angstrom": [[-0.0285, -0.9584, 1.4241], [4.6834, 1.1378, -1.0467], [2.9358, 0.4621, -1.6147], [3.5687, -0.5014, -3.1996], [2.3635, 2.1664, -2.4051], [0.9605, 2.3510, -2.9994], [0.9492, 3.7902, -3.5492], [-0.1494, 2.3127, -1.9352], [-0.7399, 0.7343, -0.8644], [-2.1446, 1.7675, 0.0239], [-1.9029, -0.0696, -2.2161], [0.7413, 1.3330, -4.1379], [-0.1566, 1.9135, -5.8129], [-2.0492, 1.5517, -5.4539], [0.1953, 0.2232, -6.7412], [5.2052, 1.6067, -1.8805], [5.2874, 0.3155, -0.6636], [4.5539, 1.8706, -0.2502], [4.0750, 0.1758, -3.8875], [2.7427, -0.9890, -3.7139], [4.2752, -1.2653, -2.8744], [3.0993, 2.4058, -3.1797], [2.5084, 2.8984, -1.6075], [1.2170, 4.4924, -2.7578], [-0.0347, 4.0713, -3.9299], [1.6613, 3.9091, -4.3674], [-1.0847, 2.6169, -2.4179], [0.0662, 3.0819, -1.1884], [-2.8151, 2.1890, -0.7248], [-1.6970, 2.5744, 0.6024], [-2.7080, 1.1214, 0.6947], [-2.2394, 0.7153, -2.8890], [-2.7618, -0.5171, -1.7234], [-1.3912, -0.8405, -2.7902], [0.2841, 0.4091, -3.7698], [1.7204, 1.0489, -4.5335], [-2.4539, 2.2694, -4.7405], [-2.2062, 0.5369, -5.0929], [-2.5847, 1.6784, -6.3944], [1.2532, 0.1548, -6.9913], [-0.3785, 0.2000, -7.6666], [-0.0889, -0.6308, -6.1251], [0.2819, -4.0437, 0.7518], [0.8254, -2.7321, 0.3645], [0.6205, -2.5992, -1.0913], [2.2726, -2.7172, 0.6698], [2.5185, -2.5651, 2.1527], [2.0503, -1.2609, 2.6294], [1.8891, -1.3041, 4.0857], [3.0483, -0.2331, 2.3159], [0.8162, -4.8367, 0.2145], [-0.7715, -4.0905, 0.4905], [0.3856, -4.2117, 1.8169], [0.6568, -3.5780, -1.5791], [1.3955, -1.9680, -1.5194], [-0.3420, -2.1374, -1.2898], [2.7180, -1.8838, 0.1250], [2.7411, -3.6388, 0.2991], [3.5884, -2.6959, 2.3712], [1.9905, -3.3404, 2.7078], [2.8433, -1.5378, 4.5765], [1.1529, -2.0572, 4.3570], [1.5448, -0.3344, 4.4426], [4.0301, -0.5015, 2.7313], [2.7420, 0.7170, 2.7500], [3.1488, -0.1045, 1.2394], [-2.2241, -3.2259, 4.3340], [-2.5444, -2.2404, 5.2580], [-2.1526, -0.9419, 5.0050], [-1.4194, -0.6394, 3.8518], [-1.0282, -1.6228, 2.9329], [-1.4945, -2.9153, 3.1963], [-0.9895, 0.7300, 3.5542], [-1.4209, 1.8421, 4.3283], [-0.9409, 3.0768, 4.0503], [0.0156, 3.2358, 3.0202], [0.6221, 4.4841, 2.7592], [1.5853, 4.5981, 1.8007], [1.9623, 3.4597, 1.0626], [1.3665, 2.2450, 1.2716], [0.3759, 2.0995, 2.2675], [-0.1720, 0.8611, 2.5219], [-2.5506, -4.2458, 4.4972], [-3.0958, -2.4814, 6.1562], [-2.4063, -0.1734, 5.7201], [-1.3290, -3.7075, 2.4873], [-2.1356, 1.6973, 5.1211], [-1.2586, 3.9411, 4.6199], [0.3195, 5.3397, 3.3483], [2.0658, 5.5471, 1.6123], [2.7451, 3.5548, 0.3229], [1.6591, 1.3771, 0.6936], [-5.8995, -1.8856, 0.9493], [-4.5503, -2.1212, 0.4665], [-4.1728, -2.9474, -0.5602], [-2.8196, -2.8305, -0.6537], [-2.3512, -1.9551, 0.2994], [-3.4248, -1.5533, 0.9433], [-6.5525, -2.6560, 0.5474], [-6.2592, -0.9093, 0.6280], [-5.9149, -1.9452, 2.0355], [-4.8860, -3.5321, -1.1113], [-2.1678, -3.3300, -1.3489], [-3.4351, -0.8881, 1.7905]], "forces_ev_per_a": [[0.28, 0.12, 0.38], [0.02, -0.02, 0.01], [-0.08, -0.10, -0.02], [0.02, 0.02, 0.01], [0.07, 0.08, -0.02], [-0.03, -0.02, -0.03], [-0.01, 0.01, 0.00], [-0.09, 0.06, 0.04], [0.19, 0.01, -0.14], [0.01, -0.01, 0.00], [-0.05, 0.02, -0.01], [0.01, -0.08, 0.00], [0.05, 0.02, -0.06], [0.00, 0.01, 0.04], [-0.01, 0.01, 0.00], [0.02, 0.01, -0.01], [0.01, 0.01, 0.00], [0.01, 0.00, 0.03], [0.01, 0.00, -0.02], [-0.01, 0.00, -0.01], [0.00, -0.01, -0.01], [0.01, 0.00, 0.01], [-0.02, 0.02, -0.01], [0.00, 0.04, 0.01], [-0.01, -0.02, 0.01], [0.02, -0.02, 0.01], [0.01, 0.02, 0.02], [0.03, -0.01, 0.03], [-0.02, 0.02, 0.01], [-0.01, 0.01, 0.00], [0.00, 0.00, 0.00], [-0.01, -0.01, -0.02], [0.01, 0.02, -0.02], [0.00, 0.00, -0.03], [0.01, 0.01, 0.01], [0.02, -0.01, 0.00], [-0.01, 0.00, 0.02], [-0.02, -0.02, 0.02], [-0.02, 0.00, 0.00], [0.00, -0.01, 0.00], [0.01, -0.01, -0.01], [0.00, -0.02, 0.00], [0.00, -0.02, -0.08], [-0.23, 0.06, 0.11], [0.03, 0.09, -0.10], [-0.01, -0.04, -0.09], [0.02, 0.02, 0.04], [0.13, 0.11, -0.06], [-0.01, -0.01, -0.03], [0.07, -0.06, 0.09], [-0.02, 0.00, 0.01], [-0.02, 0.01, 0.02], [0.07, -0.02, 0.00], [0.09, -0.01, -0.03], [-0.03, 0.08, 0.00], [-0.02, -0.10, 0.04], [-0.01, 0.01, 0.03], [-0.01, 0.02, 0.02], [-0.03, -0.01, -0.03], [-0.02, 0.00, 0.00], [-0.01, 0.01, 0.01], [-0.01, -0.01, 0.02], [-0.02, 0.00, 0.01], [-0.01, 0.00, 0.01], [0.02, -0.05, -0.02], [0.03, -0.02, 0.00], [-0.03, -0.03, -0.01], [0.01, 0.00, 0.02], [0.01, -0.03, -0.07], [-0.01, 0.10, 0.03], [-0.07, -0.31, -0.02], [0.04, 0.11, -0.04], [-0.08, 0.04, 0.13], [0.07, -0.05, -0.10], [0.02, 0.00, 0.01], [-0.01, 0.06, 0.04], [-0.03, -0.03, 0.01], [0.02, -0.06, -0.03], [-0.02, 0.03, 0.01], [-0.08, 0.03, -0.08], [0.08, -0.11, -0.04], [-0.20, -0.09, -0.24], [0.00, -0.01, 0.00], [-0.02, 0.00, 0.01], [-0.02, 0.04, 0.03], [0.00, -0.03, 0.02], [-0.02, -0.01, 0.03], [0.00, 0.01, 0.00], [-0.01, 0.03, 0.02], [0.02, 0.04, -0.01], [0.02, -0.01, -0.01], [-0.04, 0.07, 0.00], [-0.03, -0.04, 0.00], [0.04, 0.01, -0.03], [-0.03, 0.02, 0.01], [0.01, -0.06, 0.07], [-0.06, 0.08, -0.08], [0.08, -0.03, 0.08], [-0.01, 0.02, 0.02], [-0.01, -0.01, 0.01], [-0.02, 0.02, 0.00], [-0.03, -0.03, -0.04], [0.02, -0.02, -0.04], [0.00, 0.05, 0.06]], "lowdin_charge": [0.485, -0.310, 1.111, -0.320, -0.365, -0.662, -0.106, -0.326, 1.158, -0.278, -0.301, -0.367, 1.130, -0.350, -0.347, 0.033, 0.026, 0.013, 0.031, 0.010, 0.024, 0.086, 0.048, 0.087, 0.066, 0.080, 0.070, 0.067, 0.039, 0.023, 0.005, 0.004, 0.009, 0.020, 0.054, 0.048, 0.010, 0.009, 0.019, 0.017, 0.020, 0.021, -0.085, -0.262, -0.103, -0.181, -0.182, -0.271, -0.073, -0.086, 0.103, 0.071, 0.069, 0.099, 0.033, 0.015, 0.064, 0.136, 0.133, 0.115, 0.101, 0.085, 0.089, 0.102, 0.080, 0.029, -0.071, -0.077, -0.030, -0.209, -0.152, -0.108, -0.208, 0.019, 0.017, -0.154, -0.018, -0.055, -0.063, -0.090, -0.220, 0.107, 0.107, 0.106, 0.101, 0.064, 0.106, 0.127, 0.120, 0.112, 0.091, 0.020, 0.000, -0.114, -0.049, -0.165, 0.048, -0.174, 0.094, 0.096, 0.096, 0.122, 0.099, 0.132]}

Calculated max |F| in order - 2.532, 0.485 eV/Å